Entry from the OMol25 dataset: a single C5H5Cl molecule at a distorted geometry (ωB97M-V/def2-TZVPD).

Summary:
Calculated total energy in eV: -17785.6669
SMILES: C#CC/C=C/Cl
HOMO energy in eV: -9.52
HOMO-LUMO gap in eV: 10.540
ΔE to the lowest compared entry with this formula, charge and spin in kcal per mole: 43.66

Last columns: bonded neighbours and bond lengths (Å).
Cartesian coordinates (Å):
1 C 0.971 -1.073 -0.660  C2 1.292, H6 1.090, Cl11 1.666
2 C 0.479 -1.003 0.533  C1 1.292, C3 1.528, H7 1.094
3 C -0.431 0.136 0.989  C2 1.528, C4 1.513, H8 1.079, H9 1.062
4 C -0.743 1.138 -0.102  C3 1.513, C5 1.225
5 C -0.981 2.046 -0.888  C4 1.225, H10 1.087
6 H 0.873 -0.331 -1.452  C1 1.090
7 H 0.548 -1.758 1.322  C2 1.094
8 H -1.359 -0.280 1.349  C3 1.079
9 H 0.115 0.630 1.755  C3 1.062
10 H -1.292 2.851 -1.548  C5 1.087
11 Cl 1.821 -2.355 -1.299  C1 1.666